[1]
{"formula": "C22H33Cl2F5NO8S", "method": "ωB97M-V/def2-TZVPD", "charge": 1, "orbital_gap_ev": 6.49, "lumo_ev": -4.916, "species": ["H", "H", "F", "F", "C", "O", "H", "C", "C", "C", "H", "S", "F", "H", "F", "C", "O", "C", "C", "H", "F", "H", "C", "C", "H", "Cl", "H", "H", "C", "H", "H", "C", "C", "H", "H", "O", "C", "H", "H", "H", "C", "H", "H", "O", "O", "H", "H", "H", "O", "C", "C", "H", "C", "H", "C", "H", "C", "H", "O", "Cl", "H", "N", "H", "H", "H", "O", "H", "H", "C", "C", "H", "C"], "xyz": [[5.63358, 2.70341, -3.89359], [2.34771, -3.41249, 2.22016], [-2.66159, -2.06675, 3.41519], [-3.38650, -0.16438, 2.64949], [6.44136, 1.57642, -0.31671], [-2.16627, -0.16903, 0.33192], [-6.17630, -0.08511, -5.27277], [2.03059, 3.44142, 1.47972], [1.44518, -0.24666, 2.24041], [-3.21265, -1.46041, 2.35619], [-0.43545, 0.54951, 1.68907], [-2.06179, -1.49069, 0.86345], [-5.00304, -1.57372, 0.83794], [-0.29256, 5.61704, -1.24880], [-4.50500, -3.41221, 1.91584], [7.77937, 2.24379, -0.08111], [-7.71235, -0.58920, -2.76147], [0.14399, -0.35045, 1.82700], [0.29478, 4.77161, -0.89214], [-7.58099, -0.82243, -6.04886], [-5.45768, -1.76012, 2.97212], [-7.23164, -1.99767, -1.42517], [1.31734, -5.51298, 3.09635], [5.16773, 2.98959, -1.85166], [3.12192, -1.29357, 2.62059], [2.17598, -5.31080, 0.47035], [6.49439, 0.81371, -1.09485], [0.75610, -4.86136, 3.76619], [-7.90601, -0.21870, -4.04843], [6.75155, 1.83537, -2.84095], [8.52640, 1.50260, 0.20245], [-0.12942, -4.17723, 1.37561], [-5.40864, -1.19473, -2.22877], [1.20325, -6.54135, 3.42051], [-6.60883, -1.76596, -4.92014], [-2.31120, -2.62676, 0.03870], [2.86990, 4.65905, 1.24106], [-4.77980, -2.01205, -1.87377], [-4.99791, -0.83189, -3.17114], [7.69658, 2.97841, 0.71932], [-4.59155, -2.08405, 2.00602], [0.25188, -6.22723, 1.39832], [-0.00527, 3.88208, -1.44512], [-8.75587, 0.58968, -4.28424], [2.47248, 2.42505, 1.97632], [-6.93189, -2.49399, -3.07639], [6.10585, 1.08255, 0.59458], [8.13330, 2.76013, -0.97269], [4.17807, 3.64775, -2.02387], [1.66087, -2.59388, 2.09871], [-0.38806, -1.59888, 1.55774], [0.32580, 5.44823, 1.17616], [0.83398, -5.34500, 1.64952], [1.91877, 0.71108, 2.44466], [0.05984, 4.57132, 0.58778], [-0.33504, -4.18484, 0.30502], [-6.84250, -1.65641, -2.38361], [-0.98854, 4.35962, 0.78589], [0.75669, 3.40949, 1.08666], [-1.62238, -4.56294, 2.24115], [-5.35588, -0.37658, -1.51072], [2.15029, -1.37042, 2.34556], [2.30078, 5.58372, 1.23946], [6.85382, 3.59716, -2.98294], [3.37692, 4.54063, 0.28080], [5.40491, 2.51982, -0.60928], [3.61815, 4.72560, 2.02664], [1.34438, 4.96251, -1.11569], [6.17218, 2.74781, -2.95118], [-7.00613, -0.77622, -5.12831], [2.36836, -5.25036, 3.19802], [0.36375, -2.77662, 1.70574]], "atomic_forces_ev_per_a": [[0.0, 0.1, 0.0], [0.1, 0.0, 0.0], [0.0, 0.1, -0.2], [0.0, -0.3, 0.0], [0.2, 0.0, 0.0], [0.1, -0.1, 0.1], [0.0, 0.0, 0.0], [0.0, -0.1, -0.2], [0.3, 0.1, 0.2], [0.0, 0.2, 0.2], [0.0, 0.0, 0.0], [-0.2, 0.3, -0.6], [0.1, -0.2, 0.5], [0.0, 0.0, 0.0], [-0.1, 0.5, 0.0], [0.0, 0.1, 0.0], [-0.1, -0.1, 0.1], [-0.4, -0.1, -0.1], [0.1, -0.1, 0.0], [0.0, 0.1, 0.0], [0.3, -0.2, -0.5], [0.0, 0.0, 0.0], [0.2, 0.4, -0.1], [0.2, 0.1, 0.0], [0.0, 0.0, 0.0], [0.1, 0.0, -0.1], [0.0, 0.0, 0.0], [-0.1, -0.1, 0.1], [0.1, 0.0, 0.0], [0.1, 0.0, 0.1], [0.0, 0.0, 0.0], [0.5, 0.0, -0.3], [0.0, 0.1, -0.1], [0.0, 0.0, 0.0], [0.1, 0.0, 0.0], [0.1, -0.2, 0.2], [0.0, 0.1, 0.2], [0.0, 0.0, 0.0], [0.0, -0.1, 0.0], [0.0, 0.0, 0.0], [-0.3, 0.0, 0.1], [0.1, 0.0, -0.2], [0.0, 0.0, 0.0], [-0.1, 0.1, 0.0], [0.2, 0.1, 0.1], [0.0, 0.0, 0.0], [0.0, 0.0, 0.0], [0.0, 0.0, 0.0], [-0.2, 0.1, 0.1], [0.4, -0.1, 0.2], [-0.3, 0.1, 0.1], [0.0, 0.0, 0.0], [-0.4, -0.2, 0.3], [0.1, 0.0, -0.1], [-0.1, 0.1, -0.2], [-0.3, 0.0, 0.1], [0.1, -0.1, 0.0], [0.0, -0.1, 0.0], [-0.2, 0.0, 0.1], [-0.1, -0.1, 0.2], [0.0, 0.0, 0.0], [0.2, 0.0, 0.1], [0.0, 0.0, -0.1], [0.0, 0.0, 0.0], [0.0, 0.0, 0.0], [-0.2, -0.1, 0.1], [0.1, -0.1, 0.0], [0.0, 0.0, 0.0], [-0.1, -0.2, 0.0], [-0.1, -0.2, 0.0], [0.1, -0.1, 0.0], [-0.5, -0.1, -0.1]]}

[2]
{"formula": "C22H33F3N6O2", "method": "ωB97M-V/def2-TZVPD", "orbital_gap_ev": 9.23, "e_above_lowest_kj_mol": 2099.9, "lumo_ev": 0.529, "species": ["H", "H", "O", "C", "C", "F", "H", "C", "C", "H", "C", "O", "H", "C", "C", "H", "H", "H", "H", "C", "N", "H", "C", "H", "H", "H", "C", "H", "H", "H", "H", "C", "H", "H", "H", "H", "C", "N", "H", "H", "H", "C", "H", "C", "H", "C", "C", "C", "H", "N", "C", "C", "H", "N", "C", "H", "C", "H", "N", "C", "H", "N", "F", "H", "F", "H"], "xyz": [[0.29812, -1.26413, -3.55747], [-4.80868, 1.00249, 4.04476], [0.73112, -2.97668, -1.72165], [-2.93328, -0.73099, 3.29495], [-0.34972, -2.77773, -0.68575], [-2.47647, 0.05994, 5.98213], [0.42774, -0.31404, -2.01932], [4.36468, -1.13374, -2.55190], [3.43835, -0.59288, -1.42992], [2.96278, -3.49552, -2.53458], [-1.63554, 4.28552, -1.08095], [-4.13243, -0.83412, 4.30401], [-0.87617, 4.47818, -1.87253], [-1.99118, 3.33885, 1.20080], [0.09276, -3.39120, 0.67444], [0.56163, 0.67604, 0.83994], [-1.61861, -3.86208, 1.84415], [-1.37837, -3.23409, -1.12434], [-1.49600, 1.56797, -0.78472], [1.07790, -0.90499, -2.77422], [-0.74974, -0.67407, 1.67815], [2.24670, 1.21441, -1.47114], [-1.44085, 2.85824, 2.33583], [1.48378, 0.81476, -3.69508], [4.81145, -2.32264, -1.99092], [-0.31351, -1.69822, -0.64933], [2.51451, -2.68317, -3.14307], [-0.67933, 3.31414, 2.66802], [5.28675, -0.60844, -2.88836], [-2.55111, 4.42980, 1.21595], [1.72506, -1.00914, -0.32887], [2.63743, 0.41858, -2.26015], [-2.18313, 2.69418, 3.18203], [1.93943, -3.23333, -3.96491], [0.34888, -4.35622, 0.48000], [2.83530, -2.50689, -0.46968], [1.91650, 0.11889, -3.41075], [-2.49349, -1.99576, 2.82003], [4.11355, -0.27467, -0.61241], [0.15952, 2.41962, -1.11830], [0.76476, -2.41327, 0.94585], [-4.48249, 0.42064, 4.79343], [0.77476, 2.29254, 1.11777], [-3.52304, 1.05927, 5.84174], [4.14435, -2.36431, -4.39963], [-0.73535, 2.18458, -0.27989], [-0.00218, 1.63174, 0.82079], [-1.38663, 0.39210, 2.16633], [-5.46562, 0.03521, 5.24592], [-1.03924, 1.63885, 1.76336], [1.56555, -1.84905, -2.10282], [2.94599, -0.62526, -4.28769], [-1.99071, 5.36335, -0.82949], [-2.49653, 0.23758, 2.94889], [-1.61053, -1.97693, 1.97604], [-2.89686, 2.75677, 0.66681], [3.38590, -1.88263, -3.60382], [-2.34502, 3.76071, -1.71426], [-1.09181, -3.14686, 1.50550], [2.45719, -1.47897, -0.90445], [2.06771, -0.94925, -5.26025], [-1.24111, 3.58112, 0.08291], [-2.89847, 2.00320, 5.32131], [3.81042, 0.10780, -4.57507], [-4.17052, 0.98369, 6.92897], [3.59316, 1.42055, -2.59312]], "atomic_forces_ev_per_a": [[1.0, 0.1, 1.1], [-0.5, 2.9, -2.8], [-1.9, -0.1, 1.0], [-6.7, -15.0, 4.8], [0.5, -1.0, -3.2], [-0.8, 1.2, 0.6], [0.1, -0.2, -1.1], [0.4, -7.6, 3.0], [3.1, 2.1, -2.3], [-0.2, 0.2, -0.2], [-0.8, 2.5, -0.6], [4.4, -0.5, -3.4], [0.5, -0.4, 1.2], [-10.7, 8.4, -6.5], [-1.8, 8.4, -0.8], [-1.1, 0.4, -0.9], [-1.5, -2.7, 0.9], [2.4, 1.2, 1.1], [0.0, 0.0, 0.5], [-12.0, 9.1, -6.2], [-3.0, -2.3, 0.6], [-0.6, -1.8, -1.6], [-4.7, -5.4, 2.7], [-7.2, 11.3, -5.5], [-0.5, 3.5, -1.3], [-1.3, 0.2, 0.7], [-8.1, -7.6, 5.0], [5.7, 3.8, 2.5], [-1.3, -0.1, 0.2], [1.0, -2.1, 1.2], [-0.6, 1.0, 2.0], [6.7, 10.2, 6.2], [0.9, 0.1, -1.3], [0.1, 1.0, 1.2], [1.2, -2.6, 0.5], [-0.6, 2.2, -0.5], [8.3, -13.1, 4.1], [-5.5, 0.7, 4.1], [-0.6, 1.0, -0.5], [-2.5, -0.7, 1.4], [-0.3, -3.5, 0.2], [-2.0, -3.4, 2.7], [0.6, 1.2, 0.3], [-0.1, -9.1, -4.2], [-1.4, 0.7, 1.6], [3.7, 3.3, -6.5], [1.5, -0.5, 0.9], [0.4, -1.9, -1.2], [1.3, 1.4, 0.3], [1.2, -5.7, 4.1], [6.9, -13.9, 4.6], [-4.1, 1.1, -4.6], [0.2, -1.9, -0.2], [4.6, 14.7, -3.0], [7.0, 3.0, -2.3], [0.9, 0.1, 2.4], [12.9, 8.7, -6.6], [-1.1, -0.2, 0.2], [1.1, 1.6, -0.6], [-0.9, -5.1, -1.0], [3.1, 0.9, 1.9], [5.7, -3.2, -1.9], [1.4, 5.1, 0.5], [-1.8, -1.6, 0.0], [-0.4, 2.6, 3.7], [-2.1, -2.8, 0.5]]}

[3]
{"formula": "C22H33IIrN2O3SSb", "method": "ωB97M-V/def2-TZVPD", "charge": 2, "orbital_gap_ev": [7.29, 6.48], "s2": 6.015, "e_above_lowest_kj_mol": 79.7, "lumo_ev": [-6.152, -7.383], "spin_multiplicity": 5, "species": ["H", "C", "O", "H", "H", "H", "H", "O", "C", "N", "Sb", "C", "H", "H", "H", "H", "C", "H", "C", "C", "H", "H", "C", "C", "H", "C", "H", "C", "C", "H", "C", "H", "C", "H", "Ir", "C", "C", "C", "H", "C", "C", "H", "H", "H", "H", "H", "H", "H", "H", "H", "H", "H", "C", "O", "H", "C", "C", "N", "H", "S", "H", "H", "I", "C"], "xyz": [[0.74475, 1.59560, 2.21854], [-4.39293, -2.27898, 0.21120], [2.00318, 1.22543, 3.87461], [1.42096, -4.17924, -0.05383], [4.90479, -0.37810, 1.42689], [0.12107, 6.47163, -0.96639], [6.00828, -0.68673, 0.04445], [0.39290, -1.45577, -0.37921], [0.14815, 4.99719, 0.60293], [0.71827, -3.14703, 2.75061], [-2.06532, -1.11364, -1.38279], [0.30963, 4.48097, -1.72752], [0.31447, 4.79043, -2.76473], [0.34881, -4.99563, 1.09487], [-4.25410, -2.97832, -2.85618], [-1.79451, -3.54275, -2.38082], [-2.08966, -2.62696, -2.89322], [0.96077, -2.37164, 4.64736], [0.67287, 0.86615, 1.41721], [0.19140, 5.42149, -0.71749], [-2.69395, -1.30661, 1.18674], [-4.59928, -2.98129, -0.59573], [0.55932, -1.59756, 0.94707], [0.98179, 0.29403, 4.23540], [-2.58039, 2.05409, -0.98528], [-2.89721, -1.99899, 0.36889], [-1.30597, -2.36719, -3.60335], [0.70180, -0.52161, 1.82965], [0.42638, 2.68379, -0.07404], [0.18793, 3.36312, 1.95694], [-3.51200, 0.35297, -1.98819], [6.32121, 2.07468, -1.24509], [0.25161, 3.65328, 0.91664], [-3.84111, 1.26164, -0.03150], [1.47201, 0.01196, -1.34141], [0.85328, -0.79867, 3.20671], [-3.46237, -2.72709, -3.56086], [-3.54806, 1.54934, -1.04257], [-2.31776, -2.90443, 0.54160], [5.54152, 1.44992, -1.68345], [0.49779, -4.08411, 0.52207], [-3.73894, -1.80618, -4.07445], [-4.77061, -2.72663, 1.13163], [-4.45517, -0.19842, -2.00900], [0.03729, 0.83629, 4.32551], [6.22733, 0.77111, 1.08101], [-4.96870, -1.36992, 0.03532], [1.18170, -0.15839, 5.20511], [-4.27730, 2.27892, -1.39704], [-3.43201, -3.51979, -4.31001], [-3.24816, 0.63011, -3.00866], [2.68213, 1.23300, 4.55543], [5.51102, 0.07453, 0.64395], [3.53667, -0.10620, -1.03549], [-0.31079, -3.96652, -0.19970], [0.84974, -2.11114, 3.60106], [0.58242, -2.91587, 1.46256], [0.56989, 1.28603, 0.20338], [0.02907, 5.71713, 1.40149], [4.41449, 0.99874, -0.39317], [5.95694, 0.54080, -2.11669], [4.98630, 2.02019, -2.42582], [0.52254, 1.79297, -3.01449], [0.41379, 3.14383, -1.38864]], "atomic_forces_ev_per_a": [[-0.2, -0.1, 0.0], [0.1, 0.0, 0.1], [0.1, 0.0, 0.1], [0.0, 0.0, 0.0], [0.0, 0.0, 0.0], [0.0, 0.0, 0.0], [0.0, 0.0, 0.0], [0.2, -0.3, 0.1], [0.0, 0.0, 0.0], [0.0, 0.2, 0.1], [-0.1, 0.0, 0.0], [-0.1, 0.1, 0.1], [0.0, 0.0, 0.0], [0.0, 0.0, 0.0], [0.0, 0.0, 0.0], [0.0, 0.0, -0.1], [0.0, 0.1, 0.1], [0.0, 0.0, 0.0], [-0.2, 0.2, 0.1], [0.0, 0.0, 0.0], [0.0, -0.1, 0.1], [0.0, 0.0, 0.0], [-0.1, 0.0, -0.1], [0.0, 0.0, 0.0], [0.0, 0.0, 0.0], [0.0, 0.1, -0.1], [0.0, -0.1, 0.0], [0.1, 0.1, 0.0], [-0.1, 0.0, 0.1], [0.0, 0.1, 0.0], [0.1, 0.0, 0.1], [0.0, 0.0, 0.0], [0.0, -0.1, 0.1], [0.0, 0.0, 0.0], [-0.1, 0.0, 0.0], [0.0, 0.1, 0.0], [0.1, -0.1, -0.1], [-0.1, 0.0, -0.1], [0.0, 0.0, 0.1], [0.1, 0.0, -0.1], [0.0, 0.0, 0.1], [0.0, 0.0, 0.0], [0.0, 0.0, 0.0], [0.0, 0.1, 0.0], [0.0, 0.0, 0.0], [0.0, 0.0, 0.0], [0.0, 0.0, 0.0], [0.0, 0.0, 0.0], [0.0, 0.0, 0.0], [0.0, 0.0, 0.0], [-0.1, 0.0, 0.0], [0.0, 0.0, 0.0], [0.0, -0.1, 0.1], [0.1, -0.2, -0.2], [0.0, 0.0, 0.0], [0.0, -0.4, -0.1], [0.0, -0.1, -0.1], [0.3, 0.4, -0.2], [0.0, 0.0, 0.0], [-0.3, 0.2, 0.1], [0.0, 0.0, 0.0], [0.0, 0.0, 0.0], [0.1, 0.1, 0.1], [0.0, -0.2, -0.3]]}

no.,F_max (eV/A)
1,0.71
2,17.07
3,0.51